This record from the Open Molecules 2025 dataset describes C21H31EuO4 as an isolated structure. The level of theory is wB97M-V/def2-TZVPD.

Geometry as ORCA input:
```
! wB97M-V def2-TZVPD RIJCOSX def2/J DEFGRID3
* xyz -1 8
O 0.6407 0.0477 -3.4242
C 0.6946 1.1865 -4.3739
C 0.5376 0.3288 -5.6108
H 1.6662 1.6891 -4.2866
H -0.1549 1.8610 -4.2361
C 0.5391 -0.8409 -4.5654
H 1.4091 0.3493 -6.2831
H -0.4251 0.5391 -6.1114
C 1.8093 -1.6725 -4.6931
H 2.6835 -1.0368 -4.4965
H 1.8735 -2.0466 -5.7319
H 1.8026 -2.5313 -3.9998
C -0.7331 -1.6616 -4.4914
H -1.5839 -1.0689 -4.1225
H -0.5941 -2.5237 -3.8156
H -0.9829 -2.0190 -5.4970
Eu 0.4697 -0.5071 1.5128
C -1.8509 -0.7241 3.7851
C -1.7070 0.6991 3.8443
C -2.1772 1.2412 2.6125
H -1.4225 1.2644 4.7270
C -2.5366 0.1468 1.7604
C -2.3749 -1.0659 2.4999
H -2.6764 -2.0562 2.1593
H -1.6803 -1.4124 4.6117
H -2.3713 2.3005 2.4144
H -2.9344 0.2175 0.7507
C 1.0026 -2.1007 3.8168
C 0.3222 -2.9665 2.8955
C 1.2430 -3.2968 1.8512
H -0.6933 -3.3596 3.0346
C 2.4650 -2.5724 2.0907
C 2.3024 -1.8232 3.2966
H 3.0553 -1.1884 3.7801
H 0.6183 -1.7716 4.7877
H 1.1089 -4.0776 1.1002
H 3.3854 -2.6557 1.5043
O 0.2829 0.8804 -0.7757
C -0.9914 0.3762 -1.2721
C -2.0059 1.5112 -1.3311
H -1.3786 -0.4735 -0.6890
H -0.7585 0.0718 -2.2894
C -1.0809 2.7207 -1.6209
H -2.5429 1.6392 -0.3869
H -2.7948 1.3472 -2.0779
C 0.2653 2.3561 -0.9375
H -1.4798 3.6569 -1.2139
H -0.9730 2.8694 -2.7326
H 0.2867 2.7666 0.0848
H 1.1765 2.6036 -1.5170
C 1.2667 1.7257 5.4472
C 1.3745 1.9628 3.9740
O 1.7552 3.0601 3.5651
O 1.0430 0.9389 3.1942
H 2.2736 1.5411 5.8312
H 0.6102 0.8989 5.7236
H 0.9409 2.6557 5.9275
*
```

Computed properties:
HOMO (alpha / beta)   0.521 / -3.130 eV
Electronic energy   -1829.85109 a.u.
E_LUMO (alpha / beta)   2.679 / -0.076 eV
⟨S²⟩   15.7809
HOMO-LUMO gap (alpha / beta)   2.158 / 3.054 eV

This record from the Open Molecules 2025 dataset describes C21H31F5OP2Pd as an isolated structure. The level of theory is wB97M-V/def2-TZVPD.

Geometry as ORCA input:
```
! wB97M-V def2-TZVPD RIJCOSX def2/J DEFGRID3
* xyz 0 3
P 0.9745 2.2519 0.1062
P 1.4494 -0.0495 -1.9959
C 2.3078 2.4973 -1.1367
C 2.1216 1.6182 -2.3919
H 3.2633 2.2777 -0.6352
H 2.3248 3.5621 -1.4055
H 1.4101 2.0832 -3.0935
H 3.0757 1.5190 -2.9319
C 2.8019 -1.1853 -1.5997
H 2.3482 -2.1713 -1.4240
H 3.2933 -0.8580 -0.6740
H 3.5310 -1.2369 -2.4184
C 0.4172 -0.8136 -3.2538
H 0.9592 -0.9330 -4.2011
H -0.4805 -0.2034 -3.4106
H 0.0966 -1.7935 -2.8730
C 1.5548 2.7605 1.7328
H 0.6978 2.7783 2.4185
H 1.9950 3.7632 1.6707
H 2.3039 2.0487 2.1014
C -0.3185 3.4300 -0.3687
H -0.7982 3.1085 -1.3023
H 0.1403 4.4188 -0.5020
H -1.0652 3.4738 0.4353
Pd 0.3207 0.1270 -0.0417
C 4.3247 3.1620 -4.7855
C 5.1705 2.4568 -4.0208
C 6.3665 3.0044 -3.2957
C 6.2761 4.4683 -2.7920
C 5.0218 4.7998 -2.0309
C 3.8604 5.2205 -2.5493
C 3.5897 5.4983 -4.0005
C 4.3653 4.6436 -5.0368
C -1.0076 0.4257 1.4991
H 3.5230 2.6471 -5.3344
H 5.0645 1.3663 -3.9618
H 7.2701 2.9219 -3.9271
H 6.5492 2.3561 -2.4232
H 7.1009 4.5855 -2.0687
H 6.4749 5.1709 -3.6138
H 5.1339 4.7044 -0.9411
H 3.0328 5.4780 -1.8763
H 3.7819 6.5624 -4.2301
H 2.5119 5.3438 -4.1726
H 3.8444 4.7954 -5.9975
H 5.3868 5.0287 -5.1664
H -1.9452 -0.0579 1.1908
H -1.1604 1.4881 1.7315
H -0.5656 -0.1087 2.3548
F -4.5017 -4.8100 1.3969
C -3.4265 -4.1209 0.9984
C -3.3617 -3.6333 -0.3120
F -4.3860 -3.8473 -1.1635
C -2.2490 -2.9400 -0.7238
F -2.2001 -2.4695 -1.9970
C -1.1249 -2.7228 0.1341
O -0.0844 -2.0655 -0.2592
C -1.2375 -3.2441 1.4658
F -0.1977 -3.1048 2.3185
C -2.3704 -3.9064 1.8870
F -2.4631 -4.3498 3.1576
*
```

Computed properties:
HOMO (alpha / beta)   -3.447 / -7.138 eV
Electronic energy   -2203.73455 a.u.
E_LUMO (alpha / beta)   0.489 / -2.418 eV
⟨S²⟩   2.0338
HOMO-LUMO gap (alpha / beta)   3.936 / 4.720 eV

This record from the Open Molecules 2025 dataset describes C21H31F6N3O6PRhS6 as an isolated structure. The level of theory is wB97M-V/def2-TZVPD.

Geometry as ORCA input:
```
! wB97M-V def2-TZVPD RIJCOSX def2/J DEFGRID3
* xyz -2 1
Rh 0.0039 -0.2481 -0.2069
O 4.8562 -0.2485 4.5075
C 3.9821 -0.3477 3.6733
S 4.2648 -0.2679 1.9339
C 2.6065 -0.5381 1.4261
C 1.6939 -0.6611 2.4011
S 0.0063 -1.0235 2.0630
S 2.2766 -0.5918 4.0542
S 2.2539 -0.6859 -0.2748
C -1.6539 1.0599 -3.4537
C -0.4069 1.4627 -2.6722
C 0.5838 2.1615 -3.6128
O 0.2524 0.3772 -2.1191
H -2.1245 1.9298 -3.9278
H -2.3671 0.5957 -2.7830
H -1.3745 0.3408 -4.2294
H -0.7401 2.1847 -1.9037
H 0.8266 1.4789 -4.4316
H 1.5122 2.3865 -3.0871
H 0.1580 3.0781 -4.0407
C 1.7297 4.8143 -1.5030
N 0.8746 4.0309 -0.6325
C -0.2528 4.5577 -0.1060
C -0.9866 3.8801 0.7881
C -0.5530 2.5463 1.1135
N 0.4276 1.9426 0.4444
C 1.2953 2.7112 -0.3092
O 2.3867 2.3636 -0.6922
N -1.1275 1.9325 2.1459
H 1.5303 5.8727 -1.3334
H 1.5529 4.5694 -2.5512
H 2.7680 4.5899 -1.2702
H -0.5038 5.5621 -0.4247
H -1.8662 4.3030 1.2449
H -2.0655 2.2168 2.3667
H -0.8960 0.9385 2.2794
C 0.2010 -7.1805 -0.8499
C 0.3054 -6.2000 -2.0069
C 1.7327 -6.0442 -2.5105
O -0.2551 -4.9113 -1.7475
P -0.2112 -4.0553 -0.3832
S -1.4717 -4.7213 0.9591
S -0.6238 -2.2341 -1.2061
O 1.3270 -4.3368 -0.0048
C 2.0131 -3.9630 1.2097
C 3.4862 -3.9247 0.8570
C 1.7337 -4.9576 2.3204
H 0.5418 -8.1608 -1.1950
H -0.8243 -7.2568 -0.4934
H 0.8223 -6.8665 -0.0124
H -0.3118 -6.5784 -2.8288
H 2.3829 -5.6996 -1.7078
H 1.7657 -5.3098 -3.3151
H 2.1001 -7.0026 -2.8875
H 1.6680 -2.9739 1.4997
H 3.8281 -4.9263 0.5764
H 4.0659 -3.5861 1.7171
H 3.6558 -3.2389 0.0282
H 2.0702 -5.9568 2.0264
H 0.6728 -4.9965 2.5564
H 2.2903 -4.6522 3.2096
C -3.3376 -0.6479 1.6237
C -3.2884 -0.0530 0.2028
O -2.0841 0.3832 -0.2172
C -4.2387 1.1844 0.1728
F -5.4290 1.0066 0.7976
F -4.5190 1.6015 -1.0707
F -3.6799 2.2400 0.8077
C -3.9687 -1.1364 -0.7165
F -5.3345 -1.0880 -0.6164
F -3.6979 -0.9933 -2.0126
F -3.6379 -2.3763 -0.3645
H -3.1031 0.1189 2.3594
H -2.5942 -1.4398 1.6908
H -4.3189 -1.0671 1.8524
*
```

Computed properties:
HOMO   -1.310 eV
Electronic energy   -4875.05814 a.u.
E_LUMO   4.280 eV
HOMO-LUMO gap   5.590 eV

This record from the Open Molecules 2025 dataset describes C21H31LuN5OS4 as an isolated structure. The level of theory is wB97M-V/def2-TZVPD.

Geometry as ORCA input:
```
! wB97M-V def2-TZVPD RIJCOSX def2/J DEFGRID3
* xyz -1 1
Lu 0.0000 0.0000 0.0000
C -1.8700 -1.5886 1.6190
N -1.4322 -0.1409 1.6355
C -2.4683 0.6824 1.0212
C -1.8680 2.1122 0.6924
N -0.5196 2.2957 -0.0940
C 0.3476 2.9920 0.8845
C -0.7311 2.9995 -1.3380
C -1.6200 3.8901 -1.5826
C -1.5622 4.4551 -2.8375
C -0.6402 3.9974 -3.8154
C 0.2425 3.0511 -3.5270
C 0.1511 2.8119 -2.1788
S 2.2305 1.7682 -0.3923
C -0.9835 0.1453 2.9413
C -1.9121 0.1747 4.0289
C -1.4808 0.4516 5.3261
C -0.1264 0.6525 5.5785
C 0.8151 0.5537 4.5346
C 0.4247 0.3199 3.2018
S 1.5665 0.4468 2.0057
H -2.6992 -1.8649 2.3159
H -1.0257 -2.2729 1.8986
H -2.1852 -1.9807 0.6153
H -3.4284 0.6100 1.6680
H -2.7759 0.1933 0.0562
H -1.9120 2.5414 1.7294
H -2.7818 2.5196 0.2413
H -0.0920 3.9910 1.0366
H 1.8631 3.3591 0.7568
H 0.2662 2.5075 1.9090
H -2.2787 4.2079 -0.8114
H -2.2004 5.2342 -3.0341
H -0.5508 4.4416 -4.7349
H 1.0666 2.6435 -4.1348
H -2.9735 0.0022 3.8723
H -2.2044 0.5313 6.1325
H 0.1938 0.9071 6.5882
H 1.8528 0.7275 4.7712
C 4.4758 -2.9788 -2.9402
C 3.5990 -2.0015 -2.1812
N 2.2027 -2.4074 -2.2322
C 1.1316 -1.6151 -2.4397
S -0.3069 -1.9799 -1.6797
N 1.1918 -0.5354 -3.2452
C 1.9893 -0.3837 -4.4531
C 2.6459 0.9826 -4.5017
H 5.5252 -2.6741 -2.8862
H 4.1866 -3.0324 -3.9947
H 4.3895 -3.9873 -2.5220
H 3.7336 -0.9812 -2.5438
H 3.8851 -1.9980 -1.1233
H 1.9756 -3.1857 -1.6231
H 0.3076 -0.0391 -3.2680
H 1.2998 -0.4890 -5.2984
H 2.7257 -1.1830 -4.5504
H 1.8938 1.7783 -4.4777
H 3.2329 1.0934 -5.4182
H 3.3120 1.1315 -3.6458
O 2.9389 -3.4756 1.2897
S 1.5407 -3.0123 1.5140
N 1.2094 -1.7515 0.7569
H -1.2219 0.6177 -1.4717
*
```

Computed properties:
HOMO (alpha / beta)   -3.133 / -3.307 eV
Electronic energy   -3995.80128 a.u.
E_LUMO (alpha / beta)   2.690 / 2.670 eV
HOMO-LUMO gap (alpha / beta)   5.823 / 5.976 eV

electronic energy of number 3 (C21H31F6N3O6PRhS6)?
-4875.05814 a.u.

Which formula does entry 3 have?
C21H31F6N3O6PRhS6

The lowest electronic energy belongs to which entry?
C21H31F6N3O6PRhS6

electronic energy of number 3 (C21H31F6N3O6PRhS6)?
-4875.05814 a.u.